Entry 1:
{"formula": "C24H72B2F18N12O29S10", "method": "ωB97M-V/def2-TZVPD", "charge": -2, "e_homo_ev": -5.5, "lumo_energy_ha": 0.106, "orbital_gap_ha": 0.30648, "energy_ev": -261942.94674, "species": ["C", "C", "C", "O", "C", "N", "H", "H", "H", "H", "H", "H", "H", "H", "H", "H", "H", "H", "C", "C", "C", "O", "C", "N", "H", "H", "H", "H", "H", "H", "H", "H", "H", "H", "H", "H", "C", "C", "C", "O", "C", "N", "H", "H", "H", "H", "H", "H", "H", "H", "H", "H", "H", "H", "C", "C", "C", "O", "C", "N", "H", "H", "H", "H", "H", "H", "H", "H", "H", "H", "H", "H", "C", "C", "C", "O", "C", "N", "H", "H", "H", "H", "H", "H", "H", "H", "H", "H", "H", "H", "C", "C", "C", "O", "C", "N", "H", "H", "H", "H", "H", "H", "H", "H", "H", "H", "H", "H", "N", "O", "O", "O", "B", "F", "F", "F", "F", "B", "F", "F", "F", "F", "N", "S", "O", "O", "F", "S", "O", "O", "F", "N", "S", "O", "O", "F", "S", "O", "O", "F", "N", "S", "O", "O", "F", "S", "O", "O", "F", "N", "S", "O", "O", "F", "S", "O", "O", "F", "N", "S", "O", "O", "F", "S", "O", "O", "F"], "positions_angstrom": [[3.8302, 2.6958, 2.5196], [3.5904, 2.3247, 3.9876], [2.5851, 1.2230, 4.1600], [2.3423, 0.9692, 5.5270], [1.3750, -0.0885, 5.7513], [4.8241, 1.9034, 4.6696], [4.7855, 1.8085, 5.6798], [5.2482, 1.0322, 4.2624], [5.5809, 2.5895, 4.4603], [3.1349, 3.4287, 2.1138], [3.7324, 1.7812, 1.9178], [4.8048, 3.1775, 2.2842], [3.2431, 3.2202, 4.5231], [3.0175, 0.3344, 3.6582], [1.6313, 1.4413, 3.6791], [1.0535, 0.0033, 6.7922], [1.7492, -1.0822, 5.4937], [0.4289, 0.0550, 5.1964], [0.8067, 0.6105, -3.3180], [1.9510, -0.3007, -2.8283], [2.8081, 0.3771, -1.7556], [3.7903, -0.4809, -1.2533], [4.6500, 0.3387, -0.4511], [1.4606, -1.5526, -2.2408], [0.7606, -2.1309, -2.8424], [2.2456, -2.1921, -2.0021], [0.8749, -1.4316, -1.3605], [1.2015, 1.3357, -4.0305], [0.2546, 0.9137, -2.4300], [0.1400, -0.0556, -3.9131], [2.5788, -0.7422, -3.6554], [2.1563, 0.7876, -0.9844], [3.1469, 1.2424, -2.3460], [5.2021, 1.0321, -1.0735], [5.2866, -0.3255, 0.0967], [4.0802, 1.0410, 0.2104], [-3.4385, 4.5224, -0.3374], [-4.3019, 4.1137, 0.8425], [-4.2410, 2.6499, 1.2828], [-5.2008, 2.5092, 2.2743], [-5.2154, 1.1725, 2.7584], [-4.0091, 4.7806, 2.0957], [-4.0802, 5.7768, 1.9930], [-4.6342, 4.3815, 2.7931], [-3.0616, 4.5869, 2.5200], [-3.8891, 3.9887, -1.1553], [-2.4087, 4.2758, -0.2040], [-3.4988, 5.5870, -0.6008], [-5.3779, 4.2572, 0.7475], [-3.2532, 2.3866, 1.7050], [-4.5018, 2.0265, 0.4321], [-4.2015, 0.8494, 3.0264], [-5.7257, 0.4907, 2.0446], [-5.6988, 1.1862, 3.7185], [-2.9097, 2.5995, -3.1145], [-3.2793, 2.2547, -4.5610], [-2.2441, 2.7395, -5.5199], [-1.2522, 1.8095, -5.3693], [-0.1901, 1.9839, -6.2548], [-3.4549, 0.7849, -4.6792], [-2.5790, 0.2473, -4.6442], [-4.0955, 0.4702, -3.9180], [-3.9529, 0.5088, -5.5152], [-2.0444, 1.9606, -2.8906], [-3.7594, 2.2353, -2.5460], [-2.5745, 3.6295, -3.1098], [-4.2334, 2.7432, -4.8686], [-1.9765, 3.7649, -5.3067], [-2.5895, 2.7858, -6.5508], [0.5896, 2.5108, -5.7378], [-0.5327, 2.4224, -7.1805], [0.2463, 1.0006, -6.5088], [-2.3165, -3.5329, 1.6596], [-2.6447, -3.9182, 0.2205], [-4.0356, -3.4088, -0.2404], [-4.9714, -3.9771, 0.5885], [-6.1790, -3.2283, 0.5262], [-1.5928, -3.3050, -0.7010], [-2.0226, -3.1271, -1.6315], [-1.4193, -2.3653, -0.3682], [-0.7855, -3.9252, -0.7241], [-1.7388, -2.6160, 1.8044], [-1.6287, -4.2959, 2.0461], [-3.1972, -3.4962, 2.2812], [-2.5851, -4.9884, 0.0280], [-4.1692, -3.7089, -1.2919], [-4.0142, -2.3005, -0.1345], [-5.9868, -2.1658, 0.7887], [-6.8159, -3.7132, 1.2541], [-6.7573, -3.3021, -0.4435], [4.5337, -2.5365, 2.2777], [3.7682, -3.8368, 2.4109], [2.7420, -3.8418, 3.5502], [2.4245, -5.1827, 3.9115], [1.1651, -5.3254, 4.6053], [3.1134, -4.2717, 1.1104], [3.2856, -5.2589, 0.9913], [2.1115, -4.1696, 1.0612], [3.4864, -3.8266, 0.2384], [5.1105, -2.3324, 3.1861], [3.7935, -1.7438, 2.0179], [5.2333, -2.6286, 1.4301], [4.4843, -4.6474, 2.6271], [1.8821, -3.2549, 3.2290], [3.1429, -3.2559, 4.4033], [1.3787, -5.3170, 5.6739], [0.7461, -6.3026, 4.4425], [0.3797, -4.5630, 4.3565], [-1.5335, -2.2001, -3.9403], [-1.1576, -1.3719, -4.8335], [-2.7620, -2.3234, -3.5229], [-0.6680, -3.0164, -3.3340], [7.3357, 1.1054, 2.6303], [8.5998, 0.5426, 2.8600], [6.3920, 0.2197, 3.2260], [7.2126, 2.2954, 3.3640], [7.1662, 1.3426, 1.3274], [0.5083, -5.8425, -0.1321], [0.5879, -5.5954, 1.3049], [0.9196, -4.6219, -0.7249], [1.3334, -6.8246, -0.4332], [-0.8105, -6.1341, -0.4819], [5.5953, -5.1955, -3.4000], [7.1843, -5.7145, -3.6430], [7.5481, -6.5853, -2.5577], [8.0733, -4.6738, -4.0645], [6.7823, -6.5924, -4.8427], [5.3443, -4.1296, -2.2586], [6.3435, -3.1425, -1.8907], [4.4942, -4.7806, -1.2665], [4.2307, -3.3314, -3.0724], [1.2030, 6.2237, -2.3876], [1.7406, 6.6617, -0.9885], [2.6708, 5.7948, -0.2681], [0.6263, 7.3596, -0.3745], [2.6032, 7.8906, -1.7311], [0.8485, 4.6350, -2.5928], [-0.3783, 4.2184, -2.0140], [1.9770, 3.8031, -2.6156], [0.5259, 4.8878, -4.1315], [-5.5290, 0.8079, -2.8028], [-6.6506, 1.9891, -2.9440], [-5.8841, 3.2181, -2.7148], [-8.0108, 1.8490, -2.4753], [-6.8040, 1.9942, -4.6224], [-6.4236, -0.6171, -2.9018], [-7.7812, -0.4589, -3.1266], [-5.7972, -1.4665, -1.9882], [-5.8690, -1.2255, -4.3816], [0.1297, -0.0019, 0.0115], [0.5453, -0.7839, 1.2944], [-0.2376, -0.6366, 2.4940], [1.9591, -0.6555, 1.2842], [0.5262, -2.4271, 0.9599], [-1.5277, 0.2891, 0.1182], [-1.7277, 1.6553, -0.0082], [-2.3091, -0.5652, 0.8819], [-1.9373, -0.1909, -1.5634], [-1.5744, 4.4535, 3.3968], [-0.3279, 3.6629, 2.7419], [-0.4619, 2.2659, 2.5221], [0.9623, 4.1711, 3.1187], [-0.6369, 4.3361, 1.2886], [-1.7576, 3.8613, 4.8469], [-0.7397, 3.6421, 5.8334], [-2.8907, 3.0069, 4.8211], [-2.4840, 5.3149, 5.3618]], "lowdin_charge": [0.005, -0.316, -0.203, -0.176, -0.062, 0.205, 0.164, 0.138, 0.156, 0.078, 0.065, 0.108, 0.157, 0.132, 0.111, 0.087, 0.077, 0.088, -0.015, -0.305, -0.235, -0.163, -0.067, 0.181, 0.130, 0.148, 0.118, 0.077, 0.068, 0.059, 0.176, 0.108, 0.135, 0.096, 0.080, 0.077, 0.002, -0.303, -0.210, -0.193, -0.065, 0.199, 0.167, 0.151, 0.092, 0.050, 0.051, 0.104, 0.159, 0.121, 0.139, 0.095, 0.102, 0.084, -0.035, -0.312, -0.222, -0.193, -0.082, 0.225, 0.119, 0.088, 0.163, 0.078, 0.038, 0.086, 0.151, 0.136, 0.127, 0.077, 0.089, 0.104, -0.019, -0.249, -0.233, -0.163, -0.099, 0.230, 0.113, 0.081, 0.098, 0.042, 0.082, 0.085, 0.139, 0.138, 0.121, 0.090, 0.078, 0.099, -0.030, -0.292, -0.191, -0.171, -0.083, 0.237, 0.148, 0.088, 0.136, 0.091, 0.069, 0.098, 0.157, 0.113, 0.133, 0.075, 0.076, 0.101, -0.452, -0.039, -0.052, -0.101, -1.312, 0.103, 0.068, 0.088, 0.200, -1.295, 0.048, 0.085, 0.228, 0.133, -0.313, 0.523, -0.303, -0.288, -0.162, 0.512, -0.290, -0.338, -0.214, -0.328, 0.549, -0.305, -0.324, -0.261, 0.490, -0.279, -0.268, -0.207, -0.295, 0.606, -0.322, -0.281, -0.251, 0.552, -0.250, -0.259, -0.238, -0.249, 0.498, -0.269, -0.282, -0.225, 0.598, -0.230, -0.242, -0.271, -0.329, 0.541, -0.267, -0.246, -0.185, 0.542, -0.247, -0.281, -0.268]}


Entry 2:
{"formula": "C3H10N2O", "method": "ωB97M-V/def2-TZVPD", "e_homo_ev": -8.7, "lumo_energy_ha": 0.036, "orbital_gap_ha": 0.35635, "smiles": "COCC(N)N", "de_lowest_ev": 3.222, "energy_ev": -8298.28227, "species": ["C", "O", "C", "C", "N", "N", "H", "H", "H", "H", "H", "H", "H", "H", "H", "H"], "positions_angstrom": [[1.8096, -1.5945, -0.5041], [1.5064, -0.2478, -0.2195], [0.5061, 0.5679, 0.8195], [-0.7539, 0.4962, 0.0196], [-1.8563, -0.2532, 0.5527], [-1.2783, 1.7462, -0.4696], [2.7242, -1.9264, -0.0011], [0.9869, -2.2885, -0.2994], [2.0144, -1.6344, -1.5825], [0.9934, 1.5429, 0.8246], [0.5199, 0.0033, 1.7502], [-0.2228, -0.1041, -0.8378], [-2.7507, 0.2214, 0.5045], [-1.7516, -0.3820, 1.5562], [-1.9201, 1.5559, -1.2329], [-0.5270, 2.2972, -0.8807]], "nbo_charge": [-0.239, -0.647, -0.041, 0.038, -0.838, -0.839, 0.166, 0.167, 0.184, 0.216, 0.200, 0.197, 0.368, 0.352, 0.361, 0.357]}


Entry 3:
{"formula": "C32H67F2N2O13", "method": "ωB97M-V/def2-TZVPD", "charge": 1, "e_homo_ev": -10.1, "lumo_energy_ha": -0.110, "orbital_gap_ha": 0.26106, "energy_ev": -69289.16876, "species": ["C", "C", "C", "F", "N", "C", "N", "C", "C", "C", "O", "F", "C", "H", "H", "H", "H", "H", "H", "H", "H", "H", "H", "H", "C", "O", "C", "C", "O", "C", "C", "O", "C", "H", "H", "H", "H", "H", "H", "H", "H", "H", "H", "H", "H", "H", "H", "C", "O", "C", "C", "O", "C", "C", "O", "C", "H", "H", "H", "H", "H", "H", "H", "H", "H", "H", "H", "H", "H", "H", "C", "O", "C", "C", "O", "C", "C", "O", "C", "H", "H", "H", "H", "H", "H", "H", "H", "H", "H", "H", "H", "H", "H", "C", "O", "C", "C", "O", "C", "C", "O", "C", "H", "H", "H", "H", "H", "H", "H", "H", "H", "H", "H", "H", "H", "H"], "positions_angstrom": [[-1.5713, 3.4258, -0.5468], [-0.6895, 3.7276, -1.7647], [-1.3537, 3.4443, -3.1038], [-0.8907, 4.3087, -4.0640], [-2.8091, 3.6049, -3.0925], [-3.4389, 4.7637, -2.9731], [-4.7441, 4.5200, -2.9705], [-4.9649, 3.1630, -3.0875], [-6.3168, 2.5086, -3.0836], [-7.4112, 3.5461, -3.0639], [-8.0426, 3.9443, -3.9757], [-7.5488, 4.0746, -1.8119], [-3.7391, 2.6010, -3.1806], [-0.9622, 3.1744, 0.3165], [-2.2781, 2.6140, -0.7246], [-2.1638, 4.2989, -0.2675], [0.2040, 3.1106, -1.7013], [-0.4075, 4.7807, -1.7752], [-1.1354, 2.4323, -3.4448], [-2.9494, 5.7185, -2.8871], [-5.4295, 5.2575, -2.8826], [-6.3845, 1.9196, -2.1676], [-6.4491, 1.8857, -3.9632], [-3.4878, 1.5578, -3.2833], [-2.6852, -4.2689, -1.4221], [-3.5166, -3.5489, -0.5334], [-2.9368, -2.4376, 0.1065], [-3.6230, -1.1133, -0.1758], [-3.6960, -0.6996, -1.5351], [-4.4637, -1.4508, -2.4651], [-5.9612, -1.5304, -2.2253], [-6.3261, -2.1592, -1.0251], [-7.0593, -1.3868, -0.0961], [-2.2756, -5.1567, -0.9341], [-3.2892, -4.5940, -2.2706], [-1.8602, -3.6554, -1.7955], [-1.8697, -2.3640, -0.1326], [-3.0124, -2.5912, 1.1904], [-3.0035, -0.3502, 0.3046], [-4.6013, -1.0565, 0.3028], [-4.0367, -2.4413, -2.6226], [-4.3444, -0.9149, -3.4147], [-6.3746, -2.1130, -3.0582], [-6.3991, -0.5247, -2.2833], [-7.0108, -0.3176, -0.3202], [-6.6358, -1.5415, 0.8973], [-8.1050, -1.7039, -0.0741], [1.2811, 0.0148, -1.8751], [1.9751, 0.3885, -0.7120], [1.7499, -0.4076, 0.4378], [2.9835, -1.1049, 0.9813], [3.6495, -1.9927, 0.1125], [4.3276, -1.5073, -1.0316], [5.5342, -0.6230, -0.7928], [5.2496, 0.5959, -0.1317], [5.9124, 0.8170, 1.0957], [0.3886, 0.6447, -2.0032], [1.9331, 0.1667, -2.7371], [0.9677, -1.0320, -1.8602], [0.9614, -1.1444, 0.2468], [1.3899, 0.2531, 1.2361], [2.6214, -1.7415, 1.7936], [3.6730, -0.3887, 1.4325], [3.6374, -1.0433, -1.7400], [4.7110, -2.4068, -1.5199], [5.9388, -0.3747, -1.7809], [6.3082, -1.1832, -0.2595], [6.3401, -0.1030, 1.5016], [5.1960, 1.2148, 1.8185], [6.7115, 1.5529, 0.9710], [-4.7080, 3.1954, 4.9273], [-6.0680, 2.8893, 4.7084], [-6.5784, 3.1646, 3.4260], [-7.1095, 1.9541, 2.6776], [-6.2038, 0.8939, 2.4321], [-5.6764, 0.1433, 3.5143], [-6.6579, -0.6629, 4.3437], [-7.6206, 0.1062, 5.0267], [-8.9771, -0.1608, 4.7369], [-4.6045, 4.1588, 5.4343], [-4.2807, 2.4240, 5.5696], [-4.1409, 3.2218, 3.9918], [-5.8297, 3.6814, 2.8133], [-7.4280, 3.8493, 3.5405], [-7.3756, 2.3189, 1.6800], [-8.0346, 1.5874, 3.1252], [-5.0358, 0.7580, 4.1489], [-5.0208, -0.5919, 3.0358], [-6.0551, -1.1915, 5.0924], [-7.1386, -1.4228, 3.7172], [-9.0929, -0.7386, 3.8159], [-9.5060, 0.7878, 4.6228], [-9.4411, -0.7095, 5.5600], [12.4305, -2.7576, -2.7963], [11.6118, -3.3436, -1.8068], [12.2819, -4.0161, -0.7609], [12.0291, -3.4471, 0.6231], [12.3851, -2.0958, 0.8358], [11.6810, -1.0600, 0.1832], [10.2279, -0.8658, 0.5706], [9.3843, -1.9605, 0.2706], [8.7095, -2.5595, 1.3531], [12.4999, -3.4050, -3.6755], [11.9784, -1.8125, -3.1024], [13.4379, -2.5541, -2.4242], [13.3591, -4.0566, -0.9536], [11.9193, -5.0512, -0.7400], [12.6848, -4.0073, 1.2951], [11.0066, -3.6466, 0.9512], [11.7909, -1.1174, -0.9016], [12.1922, -0.1463, 0.4999], [9.8717, -0.0023, -0.0054], [10.1594, -0.6036, 1.6319], [9.1300, -2.2725, 2.3200], [8.7726, -3.6455, 1.2568], [7.6490, -2.2870, 1.3326]], "lowdin_charge": [-0.067, -0.142, -0.276, 0.052, 0.022, 0.002, 0.191, -0.156, 0.004, -0.449, 0.212, 0.096, 0.056, 0.084, 0.070, 0.076, 0.111, 0.126, 0.164, 0.181, 0.187, 0.129, 0.147, 0.147, -0.100, -0.181, -0.192, -0.171, -0.143, -0.178, -0.198, -0.167, -0.091, 0.092, 0.087, 0.086, 0.115, 0.130, 0.125, 0.096, 0.106, 0.118, 0.134, 0.100, 0.080, 0.076, 0.094, -0.116, -0.187, -0.188, -0.181, -0.108, -0.175, -0.183, -0.184, -0.104, 0.064, 0.090, 0.092, 0.114, 0.125, 0.132, 0.103, 0.102, 0.133, 0.131, 0.107, 0.080, 0.082, 0.088, -0.108, -0.181, -0.198, -0.179, -0.137, -0.179, -0.194, -0.180, -0.104, 0.089, 0.087, 0.084, 0.117, 0.130, 0.122, 0.103, 0.104, 0.119, 0.131, 0.118, 0.087, 0.084, 0.090, -0.112, -0.189, -0.195, -0.180, -0.111, -0.183, -0.195, -0.188, -0.112, 0.087, 0.083, 0.090, 0.122, 0.127, 0.131, 0.101, 0.104, 0.131, 0.124, 0.122, 0.093, 0.086, 0.064]}


Entry 4:
{"formula": "C8H20FPSi", "method": "ωB97M-V/def2-TZVPD", "e_homo_ev": -8.0, "lumo_energy_ha": 0.011, "orbital_gap_ha": 0.30445, "de_lowest_ev": 0.000, "energy_ev": -28503.07219, "species": ["C", "C", "C", "C", "C", "C", "C", "C", "F", "Si", "P", "H", "H", "H", "H", "H", "H", "H", "H", "H", "H", "H", "H", "H", "H", "H", "H", "H", "H", "H", "H"], "positions_angstrom": [[1.5504, -0.9866, 2.3412], [2.0924, 0.9323, 0.7149], [0.2908, 1.2072, 2.2827], [-0.1606, 0.9583, -1.9873], [-1.9646, -0.8160, -2.1900], [-2.2133, 1.1875, -0.5679], [0.9801, 0.1528, 1.4049], [-1.2544, 0.2111, -1.2412], [-1.2892, -1.1321, 1.3877], [-0.2810, -0.6361, 0.1684], [1.4842, -2.8305, -0.9217], [2.3867, -0.6737, 2.8511], [0.7713, -1.2527, 3.0826], [1.5425, -1.9509, 1.8313], [2.4685, 1.7376, 1.2820], [1.7873, 1.4223, -0.1831], [2.8314, 0.2357, 0.4953], [0.3694, 2.1597, 1.9115], [-0.7501, 1.0352, 2.3627], [0.7926, 1.2026, 3.2520], [-0.1139, 1.9986, -1.6937], [0.8158, 0.6626, -1.7135], [-0.3888, 0.7945, -2.9768], [-2.6495, -1.4203, -1.6770], [-1.3663, -1.5957, -2.6048], [-2.5480, -0.3301, -2.9926], [-2.5665, 1.8783, -1.2778], [-2.9699, 0.5436, -0.2523], [-1.7112, 1.8471, 0.2188], [1.2059, -2.5483, -2.3216], [0.8582, -3.9942, -0.9858]], "nbo_charge": [-0.613, -0.612, -0.605, -0.618, -0.619, -0.608, -0.532, -0.547, -0.713, 1.885, -0.209, 0.213, 0.216, 0.228, 0.206, 0.198, 0.215, 0.196, 0.211, 0.213, 0.211, 0.211, 0.223, 0.215, 0.232, 0.211, 0.211, 0.219, 0.212, -0.014, -0.035]}